Density functional theory data (wB97M-V/def2-TZVPD) for a 14-piece molecular cluster, C43H114O14 overall.

Values from the calculation:
Max |F|, eV/A: 3.050
DFT total energy, eV: -75100.866
Net charge: -1
Spin multiplicity: 2
LUMO (alpha / beta), eV: 2.07 / 2.06

Last columns: bonded neighbours and bond lengths (Å).
Cartesian coordinates (Å):
1 C -3.77253 6.16833 1.88500  C2 1.513, H6 1.090, H7 1.090, H8 1.090
2 C -2.74134 6.24042 0.78026  C1 1.513, O3 1.399, H9 1.090, H10 1.090
3 O -2.89367 5.06866 0.03078  C2 1.399, C4 1.463
4 C -1.94839 4.98914 -1.08293  O3 1.463, C5 1.572, H11 1.090, H12 1.090
5 C -2.20628 3.66319 -1.88728  C4 1.572, H13 1.090, H14 1.090, H15 1.090
6 H -4.79682 6.32451 1.54658  C1 1.090
7 H -3.73834 5.27061 2.50228  C1 1.090
8 H -3.57475 7.04656 2.49959  C1 1.090
9 H -2.95421 7.11509 0.16566  C2 1.090
10 H -1.71831 6.24807 1.15636  C2 1.090
11 H -2.03510 5.80876 -1.79625  C4 1.090
12 H -0.93832 4.99038 -0.67324  C4 1.090
13 H -2.13315 2.79333 -1.23453  C5 1.090
14 H -1.53242 3.53050 -2.73369  C5 1.090
15 H -3.18176 3.76244 -2.36341  C5 1.090
16 C 5.87063 -3.67828 2.74421  C17 1.492, H21 1.090, H22 1.090, H23 1.090
17 C 6.13591 -2.21179 2.67588  C16 1.492, O18 1.405, H24 1.090, H25 1.090
18 O 5.16775 -1.56396 1.89016  C17 1.405, C19 1.382
19 C 5.45377 -0.23336 1.64830  O18 1.382, C20 1.504, H26 1.090, H27 1.090
20 C 4.24292 0.38534 1.00492  C19 1.504, H28 1.090, H29 1.090, H30 1.090
21 H 4.86900 -3.89962 3.11275  C16 1.090
22 H 6.09336 -4.09312 1.76116  C16 1.090
23 H 6.54144 -4.17792 3.44312  C16 1.090
24 H 6.08252 -1.81475 3.68960  C17 1.090
25 H 7.13982 -2.07519 2.27386  C17 1.090
26 H 5.64528 0.33056 2.56121  C19 1.090
27 H 6.36579 -0.06090 1.07683  C19 1.090
28 H 4.38908 1.36567 0.55139  C20 1.090
29 H 3.45281 0.38549 1.75580  C20 1.090
30 H 3.83976 -0.22014 0.19315  C20 1.090
31 C -2.93622 0.85849 -5.36626  C32 1.517, H36 1.090, H37 1.090, H38 1.090
32 C -1.61002 1.14839 -4.68906  C31 1.517, O33 1.403, H39 1.090, H40 1.090
33 O -1.07549 2.29687 -5.29152  C32 1.403, C34 1.418
34 C 0.27080 2.50134 -4.89505  O33 1.418, C35 1.502, H41 1.090, H42 1.090
35 C 0.76917 3.76272 -5.54020  C34 1.502, H43 1.090, H44 1.090, H45 1.090
36 H -3.53889 1.74642 -5.55728  C31 1.090
37 H -2.78584 0.39076 -6.33926  C31 1.090
38 H -3.62853 0.22299 -4.81404  C31 1.090
39 H -1.70801 1.32734 -3.61833  C32 1.090
40 H -0.97557 0.27849 -4.85892  C32 1.090
41 H 0.43571 2.54476 -3.81847  C34 1.090
42 H 0.86719 1.64320 -5.20491  C34 1.090
43 H 0.34983 4.61124 -4.99957  C35 1.090
44 H 0.58979 3.79330 -6.61490  C35 1.090
45 H 1.82586 3.72810 -5.27506  C35 1.090
46 C -6.73279 2.22648 2.61485  C47 1.545, H51 1.090, H52 1.090, H53 1.090
47 C -6.40178 0.81655 3.15262  C46 1.545, O48 1.397, H54 1.090, H55 1.090
48 O -5.65357 0.05739 2.24995  C47 1.397, C49 1.403
49 C -5.29878 -1.24045 2.64681  O48 1.403, C50 1.507, H56 1.090, H57 1.090
50 C -4.38853 -1.78331 1.57589  C49 1.507, H58 1.090, H59 1.090, H60 1.090
51 H -7.47812 2.70817 3.24776  C46 1.090
52 H -5.84112 2.85003 2.55016  C46 1.090
53 H -7.23438 2.23494 1.64715  C46 1.090
54 H -5.84613 0.91087 4.08560  C47 1.090
55 H -7.35777 0.32038 3.32001  C47 1.090
56 H -4.82560 -1.25415 3.62866  C49 1.090
57 H -6.22062 -1.82184 2.66392  C49 1.090
58 H -4.71070 -1.62492 0.54671  C50 1.090
59 H -4.17876 -2.83758 1.75645  C50 1.090
60 H -3.42210 -1.28663 1.66197  C50 1.090
61 C -2.80188 1.42030 3.87275  C62 1.519, H65 1.090, H66 1.090, H67 1.090
62 C -2.03345 1.48656 2.56370  C61 1.519, C63 1.529, O64 1.398, H68 1.090
63 C -1.56260 2.85193 2.06282  C62 1.529, H69 1.090, H70 1.090, H71 1.090
64 O -0.92801 0.64496 2.71959  C62 1.398, H72 0.960
65 H -3.65998 2.08929 3.80787  C61 1.090
66 H -2.24520 1.77764 4.73907  C61 1.090
67 H -3.21935 0.42839 4.04583  C61 1.090
68 H -2.63292 0.98506 1.80394  C62 1.090
69 H -2.46010 3.44902 1.90133  C63 1.090
70 H -0.95076 2.82204 1.16125  C63 1.090
71 H -1.03383 3.34397 2.87916  C63 1.090
72 H -1.26052 -0.21852 2.97544  O64 0.960
73 C 3.59835 2.42836 4.18908  C74 1.533, H77 1.090, H78 1.090, H79 1.090
74 C 2.17812 1.87083 4.03893  C73 1.533, C75 1.487, O76 1.407, H80 1.090
75 C 1.09696 2.55851 4.79257  C74 1.487, H81 1.090, H82 1.090, H83 1.090
76 O 1.72497 1.97175 2.71023  C74 1.407, H84 0.960
77 H 3.54705 3.51508 4.12185  C73 1.090
78 H 4.29945 2.05735 3.44147  C73 1.090
79 H 3.95092 2.15274 5.18297  C73 1.090
80 H 2.31336 0.81793 4.28634  C74 1.090
81 H 0.10297 2.11698 4.72095  C75 1.090
82 H 1.01683 3.56774 4.38867  C75 1.090
83 H 1.23808 2.71268 5.86235  C75 1.090
84 H 0.93440 1.42996 2.65473  O76 0.960
85 C 0.81017 0.29924 -0.03298  C86 1.522, H89 1.090, H90 1.090, H91 1.090
86 C -0.07793 -0.25086 -1.13937  C85 1.522, C87 1.545, O88 1.433, H92 1.090
87 C 0.45962 -1.49999 -1.87167  C86 1.545, H93 1.090, H94 1.090, H95 1.090
88 O -1.29331 -0.74570 -0.56349  C86 1.433, H96 0.960
89 H 1.76037 0.71643 -0.36639  C85 1.090
90 H 1.11728 -0.49480 0.64766  C85 1.090
91 H 0.28329 1.04457 0.56283  C85 1.090
92 H -0.27073 0.56711 -1.83354  C86 1.090
93 H 1.40412 -1.16060 -2.29692  C87 1.090
94 H -0.13306 -1.87739 -2.70499  C87 1.090
95 H 0.58618 -2.34639 -1.19663  C87 1.090
96 H -1.06336 -1.00158 0.33276  O88 0.960
97 C 2.03467 4.00744 -0.43973  C98 1.506, H101 1.090, H102 1.090, H103 1.090
98 C 2.66984 4.69393 0.74022  C97 1.506, C99 1.515, O100 1.419, H104 1.090
99 C 1.78467 5.39190 1.75281  C98 1.515, H105 1.090, H106 1.090, H107 1.090
100 O 3.44960 3.75248 1.46077  C98 1.419, H108 0.960
101 H 2.85114 3.57007 -1.01433  C97 1.090
102 H 1.56251 4.70923 -1.12724  C97 1.090
103 H 1.33896 3.23423 -0.11380  C97 1.090
104 H 3.33370 5.46592 0.35110  C98 1.090
105 H 2.35608 5.75558 2.60681  C99 1.090
106 H 1.17009 4.56485 2.10832  C99 1.090
107 H 1.16239 6.17477 1.31925  C99 1.090
108 H 2.86526 3.12611 1.89416  O100 0.960
109 C 2.69762 -3.88328 -1.53574  C110 1.524, H113 1.090, H114 1.090, H115 1.090
110 C 2.97551 -3.23819 -0.18330  C109 1.524, C111 1.554, O112 1.395, H116 1.090
111 C 2.39714 -4.07928 0.98877  C110 1.554, H117 1.090, H118 1.090, H119 1.090
112 O 4.36399 -3.14565 -0.08366  C110 1.395, H120 0.960
113 H 1.66570 -4.21710 -1.64434  C109 1.090
114 H 3.26433 -4.80362 -1.67685  C109 1.090
115 H 2.86829 -3.15865 -2.33191  C109 1.090
116 H 2.63718 -2.20280 -0.14352  C110 1.090
117 H 1.35783 -4.29322 0.73941  C111 1.090
118 H 2.47968 -3.60453 1.96648  C111 1.090
119 H 2.98378 -4.98911 1.11586  C111 1.090
120 H 4.57463 -2.70107 0.74069  O112 0.960
121 C -0.54145 -4.13006 3.76778  C122 1.547, H125 1.090, H126 1.090, H127 1.090
122 C -0.58883 -2.59206 3.93086  C121 1.547, C123 1.511, O124 1.395, H128 1.090
123 C 0.70893 -1.89364 3.59807  C122 1.511, H129 1.090, H130 1.090, H131 1.090
124 O -1.63339 -2.08088 3.15972  C122 1.395, H132 0.960
125 H -1.49315 -4.66011 3.80545  C121 1.090
126 H 0.10471 -4.48411 4.57104  C121 1.090
127 H -0.11567 -4.42431 2.80850  C121 1.090
128 H -0.79749 -2.49539 4.99632  C122 1.090
129 H 0.81939 -0.96553 4.15889  C123 1.090
130 H 0.94716 -1.88929 2.53443  C123 1.090
131 H 1.55669 -2.50383 3.90967  C123 1.090
132 H -2.43763 -2.53914 3.41426  O124 0.960
133 C 3.16372 0.88788 -2.80799  C134 1.487, H137 1.090, H138 1.090, H139 1.090
134 C 3.81865 0.39620 -4.04964  C133 1.487, C135 1.547, O136 1.408, H140 1.090
135 C 3.17220 -0.78664 -4.80931  C134 1.547, H141 1.090, H142 1.090, H143 1.090
136 O 3.83230 1.46231 -4.96887  C134 1.408, H144 0.960
137 H 3.24621 0.04433 -2.12263  C133 1.090
138 H 2.11395 1.14174 -2.95508  C133 1.090
139 H 3.59208 1.80491 -2.40341  C133 1.090
140 H 4.82934 0.15325 -3.72162  C134 1.090
141 H 3.14359 -1.63943 -4.13106  C135 1.090
142 H 3.85508 -1.02110 -5.62589  C135 1.090
143 H 2.13607 -0.62185 -5.10492  C135 1.090
144 H 4.15030 2.20898 -4.45608  O136 0.960
145 C -4.18836 -2.68684 -3.80358  C146 1.541, H148 1.090, H149 1.090, H150 1.090
146 C -3.40851 -2.42301 -2.50116  C145 1.541, O147 1.408, H151 1.090, H152 1.090
147 O -3.21975 -1.04214 -2.30095  C146 1.408, H153 0.960
148 H -3.59216 -2.41653 -4.67513  C145 1.090
149 H -5.06606 -2.04191 -3.84608  C145 1.090
150 H -4.46098 -3.74057 -3.86222  C145 1.090
151 H -2.44811 -2.93847 -2.49523  C146 1.090
152 H -3.96242 -2.82526 -1.65294  C146 1.090
153 H -2.55488 -0.90977 -1.62121  O147 0.960
154 C -0.33924 -3.84748 -4.53356  C155 1.498, H157 1.090, H158 1.090, H159 1.090
155 C 0.91663 -4.43773 -5.09907  C154 1.498, O156 1.365, H160 1.090, H161 1.090
156 O 0.76649 -5.79421 -5.06782  C155 1.365, H162 0.960
157 H -1.22169 -4.14653 -5.09919  C154 1.090
158 H -0.11995 -2.80040 -4.74249  C154 1.090
159 H -0.52056 -4.10006 -3.48885  C154 1.090
160 H 1.80455 -4.11733 -4.55405  C155 1.090
161 H 1.02328 -4.21016 -6.15970  C155 1.090
162 H 1.63029 -6.18478 -4.91640  O156 0.960
163 C -2.34714 -4.60092 0.44928  C164 1.545, H166 1.090, H167 1.090, H168 1.090
164 C -1.79940 -5.91139 -0.15874  C163 1.545, O165 1.437, H169 1.090, H170 1.090
165 O -0.53292 -6.22479 0.44292  C164 1.437, H171 0.960
166 H -2.41280 -4.59675 1.53730  C163 1.090
167 H -3.35804 -4.43766 0.07575  C163 1.090
168 H -1.73192 -3.74635 0.16765  C163 1.090
169 H -1.70186 -5.74600 -1.23170  C164 1.090
170 H -2.57325 -6.66375 -0.00633  C164 1.090
171 H -0.18752 -7.03043 0.05144  O165 0.960